Computed, not measured: an isolated ion of composition C6H12N3O3 and charge +1 at a distorted geometry, with wB97M-V/def2-TZVPD.

Output
HOMO, eV: -14.4
Lowest unoccupied orbital energy, eV: -4.11
Net charge: +1
Largest force on an atom, eV Å⁻¹: 4.951
Relative energy (zero: lowest compared OMol25 entry of this formula, charge and spin), kcal per mole: 50.6

CARTESIAN COORDINATES (ANGSTROEM)
1 C 0.86 1.49 0.23
2 C -0.40 -0.09 -1.18
3 C 0.44 -1.70 0.42
4 C -1.97 -0.95 0.62
5 C -0.17 0.77 0.95
6 C -0.52 -0.56 0.28
7 N 0.77 2.87 0.07
8 N -1.11 -0.75 -2.04
9 N 2.64 0.17 -0.65
10 O 3.71 -0.18 -0.45
11 O 0.38 0.79 -1.53
12 O 2.09 1.08 0.37
13 H 1.38 -1.50 0.95
14 H 0.73 -2.11 -0.48
15 H -0.07 -2.48 1.11
16 H -2.09 -0.71 1.70
17 H -2.73 -0.36 -0.02
18 H -2.05 -2.08 0.51
19 H 0.15 0.57 2.01
20 H -1.06 1.34 1.29
21 H -0.11 3.37 0.44
22 H 1.59 3.42 -0.07
23 H -0.79 -0.88 -2.94
24 H -1.69 -1.53 -1.56

---

Computed, not measured: a 2-piece molecular cluster, C24H22O2 overall at a distorted geometry, with wB97M-V/def2-TZVPD.

Output
HOMO, eV: -6.5
Lowest unoccupied orbital energy, eV: -2.72
Net charge: 0
Largest force on an atom, eV Å⁻¹: 1.524
Relative energy (zero: lowest compared OMol25 entry of this formula, charge and spin), kcal per mole: 17.2

CARTESIAN COORDINATES (ANGSTROEM)
1 C -0.34 2.32 5.66
2 C -1.52 2.34 4.90
3 C -1.52 1.80 3.61
4 C -0.36 1.27 3.04
5 C -0.29 0.69 1.63
6 C -1.40 0.96 0.78
7 C -1.62 0.39 -0.51
8 C -3.05 0.44 -1.05
9 C -4.13 0.99 -0.34
10 C -5.39 1.11 -0.92
11 C -5.60 0.63 -2.23
12 C -4.54 0.03 -2.93
13 C -3.28 -0.06 -2.34
14 O -0.75 -0.13 -1.23
15 O 0.69 0.00 1.32
16 C 0.81 1.22 3.82
17 C 0.83 1.74 5.12
18 H -0.32 2.74 6.67
19 H -2.43 2.78 5.31
20 H -2.45 1.80 3.05
21 H -2.17 1.63 1.15
22 H -3.99 1.33 0.69
23 H -6.21 1.57 -0.36
24 H -6.59 0.73 -2.70
25 H -4.70 -0.35 -3.94
26 H -2.45 -0.51 -2.89
27 H 1.71 0.77 3.41
28 H 1.75 1.70 5.71
29 C 3.05 0.47 -0.31
30 C 2.55 -0.25 -1.50
31 C 1.84 0.55 -2.51
32 C 2.90 -1.61 -1.71
33 C 2.39 -2.39 -2.80
34 C 2.81 -3.69 -3.03
35 C 3.76 -4.29 -2.19
36 C 4.28 -3.57 -1.11
37 C 3.86 -2.27 -0.86
38 H 3.03 -0.17 0.58
39 H 4.07 0.85 -0.44
40 H 2.40 1.33 -0.09
41 H 1.37 -0.05 -3.28
42 H 1.05 1.13 -2.03
43 H 2.52 1.27 -3.00
44 H 1.64 -1.95 -3.45
45 H 2.41 -4.24 -3.88
46 H 4.07 -5.32 -2.36
47 H 5.02 -4.03 -0.45
48 H 4.29 -1.73 -0.01

---

Computed, not measured: C23H27BHfN17Se as an isolated structure at a distorted geometry, with wB97M-V/def2-TZVPD.

Output
HOMO, eV: -11.5
Lowest unoccupied orbital energy, eV: -4.48
Net charge: +1
Largest force on an atom, eV Å⁻¹: 1.211
Relative energy (zero: lowest compared OMol25 entry of this formula, charge and spin), kcal per mole: 0.0

CARTESIAN COORDINATES (ANGSTROEM)
1 Hf -0.09 -0.10 -0.03
2 C 0.97 2.89 2.23
3 C -0.46 2.50 2.08
4 C -1.58 3.04 2.71
5 C -2.67 2.33 2.24
6 C -4.12 2.48 2.57
7 N -2.22 1.42 1.36
8 N -0.85 1.52 1.26
9 B -3.02 0.44 0.46
10 N -2.67 -1.02 0.93
11 N -1.36 -1.39 1.16
12 C -1.38 -2.69 1.49
13 C -0.13 -3.45 1.79
14 C -2.67 -3.15 1.50
15 C -3.47 -2.07 1.11
16 C -4.94 -2.03 0.88
17 N -2.58 0.70 -1.03
18 N -1.30 1.10 -1.37
19 C -1.32 1.46 -2.66
20 C -0.11 1.97 -3.37
21 C -2.60 1.30 -3.16
22 C -3.37 0.81 -2.12
23 C -4.80 0.40 -2.12
24 H 1.04 3.94 2.52
25 H 1.52 2.77 1.29
26 H 1.46 2.30 3.00
27 H -1.60 3.85 3.42
28 H -4.23 3.22 3.36
29 H -4.55 1.55 2.92
30 H -4.69 2.82 1.71
31 H -4.19 0.62 0.57
32 H 0.76 -2.93 1.43
33 H -0.16 -4.43 1.33
34 H -0.01 -3.59 2.87
35 H -3.02 -4.15 1.73
36 H -5.41 -2.89 1.35
37 H -5.15 -2.07 -0.18
38 H -5.38 -1.13 1.29
39 H 0.72 2.15 -2.69
40 H -0.35 2.91 -3.86
41 H 0.21 1.27 -4.14
42 H -2.94 1.50 -4.16
43 H -5.27 0.69 -3.06
44 H -5.35 0.85 -1.30
45 H -4.88 -0.69 -2.04
46 N 1.41 -1.43 -3.14
47 C 2.03 -0.39 -2.50
48 N 3.05 0.29 -2.96
49 N 3.26 1.26 -2.03
50 N 2.43 1.17 -1.07
51 N 1.61 0.09 -1.32
52 C 0.15 -1.85 -2.74
53 N -0.70 -2.44 -3.53
54 N -1.81 -2.62 -2.74
55 N -1.61 -2.18 -1.57
56 N -0.32 -1.67 -1.50
57 H 1.70 -1.64 -4.08
58 Se 3.33 -0.43 1.23
59 N 1.55 -0.36 1.59
60 C 1.43 -0.30 2.93
61 C 0.22 -0.18 3.67
62 C 0.30 -0.12 5.03
63 C 1.54 -0.17 5.74
64 C 2.71 -0.29 5.07
65 C 2.68 -0.36 3.64
66 N 3.77 -0.47 2.90
67 H -0.73 -0.13 3.17
68 H -0.62 -0.03 5.60
69 H 1.53 -0.12 6.82
70 H 3.66 -0.34 5.58

---

no.,Kohn-Sham gap (eV)
1,10.291
2,3.757
3,7.035